Entry 1:
Molecular formula: C17H30Al2BBr3Cl5F8GaN3O5PSSi2
Method: DFT, ωB97M-V with the def2-TZVPD basis set

max |F| = 6.9 eV/Å
E_LUMO = -6.0 eV

```
! wB97M-V def2-TZVPD RIJCOSX def2/J DEFGRID3
* xyz 0 1
O -8.537 -2.700 -4.572
C -7.812 -3.631 -4.131
N -6.955 -4.597 -3.952
Ga -5.457 -3.647 -3.097
S -3.701 -3.240 -4.500
H -5.071 -4.455 -1.741
H -6.011 -2.187 -2.633
H -3.301 -4.393 -5.170
Al -5.703 -0.399 -3.449
F -6.308 1.965 -0.995
P -5.643 2.087 0.462
F -4.262 2.423 1.213
F -4.826 0.869 -0.250
F -7.087 2.527 0.996
F -5.394 3.634 0.126
F -5.928 1.053 1.652
Cl -3.868 -4.450 -0.370
Al -2.872 0.275 -1.015
B -2.349 1.777 -8.029
O -1.881 0.389 -7.865
C -2.310 -0.036 -6.686
O -2.099 -1.140 -6.237
C -3.069 1.033 -6.026
O -3.596 0.964 -4.931
O -3.101 2.101 -6.800
F -3.205 1.877 -9.168
F -1.235 2.660 -8.171
C 4.590 -2.098 3.047
Si 3.776 -0.397 2.966
C 4.722 0.583 1.673
C 4.042 0.397 4.646
N 2.095 -0.579 2.566
Si 1.054 0.808 2.414
C 1.590 1.971 1.041
C 0.903 1.779 4.012
C -0.691 0.233 1.972
H 5.650 -1.987 3.297
H 4.125 -2.720 3.816
H 4.520 -2.613 2.085
H 5.800 0.506 1.862
H 4.467 1.643 1.699
H 4.530 0.197 0.670
H 3.444 -0.102 5.412
H 3.791 1.459 4.639
H 5.094 0.316 4.934
H 2.500 2.516 1.298
H 0.809 2.716 0.857
H 1.759 1.424 0.109
H 0.665 1.120 4.849
H 0.097 2.517 3.926
H 1.815 2.328 4.243
H -1.096 -0.417 2.748
H -0.686 -0.314 1.022
H -1.354 1.100 1.865
C 7.117 3.636 0.103
Cl 6.793 3.278 1.820
Cl 7.742 5.298 -0.054
Cl 8.321 2.491 -0.521
Cl 5.613 3.482 -0.826
Br 7.302 5.651 2.301
Br -9.207 -4.163 -9.741
C -8.612 -5.671 -8.661
C -9.532 -5.901 -7.488
Br -9.218 -4.592 -6.077
H -7.582 -5.466 -8.368
H -8.629 -6.528 -9.337
H -9.331 -6.870 -7.027
H -10.588 -5.840 -7.749
N 6.795 1.306 6.211
C 8.124 1.147 6.314
C 8.846 1.420 7.465
C 8.159 1.888 8.575
C 6.785 2.063 8.496
C 6.154 1.758 7.301
H 8.617 0.783 5.419
H 9.918 1.271 7.492
H 8.689 2.114 9.494
H 6.217 2.427 9.343
H 5.081 1.875 7.190
*
```

Entry 2:
Molecular formula: C17H30AsBrIN2O3S
Method: DFT, ωB97M-V with the def2-TZVPD basis set

max |F| = 9.4 eV/Å
E_LUMO = 1.3 eV

```
! wB97M-V def2-TZVPD RIJCOSX def2/J DEFGRID3
* xyz -1 1
C -3.709 -3.139 2.618
C -2.184 -2.553 2.591
C -1.970 -1.269 1.524
I -0.538 0.030 2.422
As -1.882 -1.840 -0.428
C -0.429 -0.533 -1.038
C -0.850 0.401 -2.358
C 0.580 0.776 -3.145
C 1.100 2.281 -2.643
C 2.702 2.224 -2.175
C 2.704 1.880 -0.570
C 4.225 1.916 0.065
S 4.711 3.598 0.900
C 3.250 4.189 1.981
N 2.188 4.964 1.219
N 1.065 4.932 2.104
C 1.460 4.204 3.327
O 2.876 3.769 3.334
C -3.398 -0.660 -1.013
C -3.617 0.819 -0.505
O -4.878 1.295 -0.771
Br -2.568 2.250 0.358
C -0.606 -3.357 -0.139
C 0.787 -2.992 0.887
C 2.161 -2.309 0.076
O 2.067 -3.871 0.594
H -4.111 -3.408 3.693
H -4.442 -2.460 1.991
H -3.676 -4.179 2.031
H -1.409 -3.399 2.504
H -2.016 -2.044 3.657
H -3.038 -0.730 1.642
H -2.985 -2.903 -0.046
H -1.847 -2.319 -1.923
H 0.297 -1.294 -1.625
H 0.236 -0.047 -0.275
H -1.469 -0.255 -3.100
H -1.306 1.435 -2.089
H 0.285 0.784 -4.298
H 1.454 0.045 -2.887
H 0.941 3.015 -3.559
H 0.476 2.689 -1.719
H 3.152 3.301 -2.332
H 3.295 1.410 -2.788
H 2.305 0.772 -0.429
H 1.986 2.594 0.015
H 4.999 1.688 -0.800
H 4.339 1.057 0.875
H 0.626 4.013 4.160
H -3.424 -0.617 -2.210
H -4.422 -1.242 -0.784
H -0.157 -3.804 -1.120
H -1.091 -4.217 0.517
H 0.579 -2.656 2.082
H 2.249 -2.574 -1.078
H 2.924 -1.658 0.679
*
```

Entry 3:
Molecular formula: C17H30BBr2CaF4N4NaO7S
Method: DFT, ωB97M-V with the def2-TZVPD basis set

max |F| = 6.5 eV/Å
E_LUMO = -3.9 eV

```
! wB97M-V def2-TZVPD RIJCOSX def2/J DEFGRID3
* xyz 0 1
O 0.615 5.482 -2.215
B 1.584 4.462 -2.725
O 2.486 4.791 -3.857
C 1.524 2.977 -1.976
C 0.762 2.900 -0.522
C 0.709 1.441 0.230
C 1.360 0.115 -0.498
Br 1.319 -1.740 0.325
C 2.058 0.299 -1.975
N 2.694 -0.743 -2.890
S 3.308 0.040 -4.351
N 2.913 1.765 -4.144
C 2.205 1.723 -2.784
H -0.288 5.051 -2.423
H 1.954 4.495 -4.675
H 0.257 3.848 -0.004
H 0.211 1.305 1.285
C -2.319 -4.894 2.246
C -2.343 -4.019 3.488
C -3.331 -2.847 3.386
O -2.783 -1.824 2.545
C -3.281 -1.843 1.207
N -0.976 -3.431 3.669
H -1.876 -4.385 1.385
H -1.727 -5.798 2.426
H -3.333 -5.211 1.972
H -2.555 -4.629 4.372
H -3.438 -2.396 4.380
H -4.331 -3.167 3.072
H -4.287 -2.263 1.137
H -2.593 -2.413 0.577
H -3.303 -0.814 0.837
H -0.215 -4.102 3.513
H -0.863 -3.013 4.599
H -0.879 -2.652 2.995
C 5.490 -1.905 -0.402
O 5.801 -2.035 0.776
N 6.344 -2.047 -1.474
C 5.898 -1.877 -2.841
C 7.733 -2.375 -1.228
H 4.459 -1.656 -0.700
H 6.073 -2.808 -3.389
H 6.469 -1.066 -3.302
H 4.833 -1.633 -2.880
H 7.784 -3.326 -0.691
H 8.178 -1.594 -0.605
H 8.284 -2.453 -2.169
C -5.625 2.699 2.930
C -4.435 1.829 2.576
O -4.227 1.699 1.174
C -3.513 2.749 0.465
O -2.348 3.005 1.054
C -4.383 4.041 0.198
F -5.668 3.703 -0.116
F -3.922 4.744 -0.876
F -4.456 4.912 1.232
H -6.460 2.531 2.243
H -5.958 2.491 3.952
H -5.367 3.757 2.892
H -4.655 0.815 2.930
H -3.534 2.144 3.113
H -3.466 2.313 -0.544
Ca 4.181 -2.394 -4.895
Br -4.181 -3.677 -0.165
F -5.036 5.444 -2.181
Na 4.624 -0.211 0.903
O 5.231 1.538 -6.480
H 4.612 2.136 -6.104
*
```

Entry 4:
Molecular formula: C17H30BrCaN9O5S
Method: DFT, ωB97M-V with the def2-TZVPD basis set

max |F| = 5.4 eV/Å
E_LUMO = 4.6 eV
relative energy (zero: lowest compared OMol25 entry of this formula, charge and spin) = 7.260 eV

```
! wB97M-V def2-TZVPD RIJCOSX def2/J DEFGRID3
* xyz -2 1
Ca -0.069 0.089 -0.027
C -4.312 3.674 -2.384
C -3.366 2.515 -2.538
C -3.278 1.788 -3.714
C -2.391 0.734 -3.791
C -1.616 0.446 -2.672
Br -0.382 -0.967 -2.672
N -1.670 1.116 -1.529
C -2.543 2.136 -1.486
H -4.886 3.841 -3.298
H -3.760 4.590 -2.163
H -5.019 3.482 -1.574
H -3.898 2.038 -4.571
H -2.301 0.149 -4.696
H -2.569 2.664 -0.547
C 4.745 0.412 -1.539
N 4.393 1.436 -0.586
C 5.497 1.867 0.251
C 3.085 1.425 -0.054
N 2.209 0.532 -0.211
N 2.763 2.578 0.706
C 1.518 2.855 1.256
N 1.458 4.123 1.878
N 0.550 2.037 1.196
H 5.690 0.658 -2.032
H 3.987 0.336 -2.317
H 4.850 -0.567 -1.052
H 6.437 1.842 -0.302
H 5.600 1.214 1.132
H 5.363 2.894 0.595
H 2.329 -0.506 -0.933
H 3.288 3.404 0.444
H 2.269 4.315 2.454
H 0.613 4.223 2.419
H -0.449 2.323 1.606
O -2.269 1.078 3.087
S -2.350 0.679 1.672
O -3.764 0.620 1.238
O -1.624 1.670 0.834
O -1.702 -0.635 1.474
C -2.872 -4.706 1.877
C -2.938 -3.981 0.553
N -2.002 -2.894 0.592
C -0.736 -3.066 1.112
N 0.164 -2.143 1.060
C 1.453 -2.392 1.660
C 1.902 -3.799 1.348
C 0.897 -4.756 1.957
N -0.454 -4.344 1.698
C -1.489 -5.290 2.030
H -3.621 -5.504 1.945
H -3.066 -3.982 2.675
H -3.939 -3.596 0.352
H -2.666 -4.691 -0.252
H -2.296 -1.979 0.319
H 1.375 -2.293 2.761
H 2.158 -1.649 1.293
H 2.905 -4.017 1.738
H 1.918 -3.907 0.259
H 1.035 -4.810 3.050
H 1.083 -5.758 1.534
H -1.373 -5.634 3.071
H -1.384 -6.168 1.365
O 1.362 -1.307 -0.755
*
```